Below is a molecular structure, C40H41BrN7O4S2Ti in a non-equilibrium geometry, with properties calculated with ωB97M-V/def2-TZVPD.

Geometry as ORCA input:
```
! wB97M-V def2-TZVPD RIJCOSX def2/J DEFGRID3
* xyz -2 2
Ti -0.3267 1.0898 1.4460
C -2.9081 -2.1658 0.5297
N -3.0406 -0.9163 1.2467
C -4.2587 -0.2024 0.9579
C -4.3419 1.1442 1.6552
N -3.2855 2.0807 1.2886
C -3.1778 3.1262 2.2998
C -3.4603 2.5674 -0.0552
C -4.3706 3.5940 -0.2978
C -4.6069 4.0830 -1.5730
C -3.9219 3.5090 -2.6391
C -3.0218 2.4855 -2.4118
C -2.7497 1.9840 -1.1237
S -1.5639 0.7193 -0.9547
C -2.6338 -0.8884 2.6171
C -3.2878 -1.7430 3.5096
C -2.9755 -1.7301 4.8602
C -2.0140 -0.8304 5.3010
C -1.3712 0.0088 4.3964
C -1.6315 0.0146 3.0152
S 1.0450 1.5528 3.0410
H -2.5050 -2.9450 1.1822
H -2.2420 -2.0522 -0.3326
H -3.8808 -2.5233 0.1606
H -5.1569 -0.7791 1.2692
H -4.3250 -0.0632 -0.1259
H -4.2903 0.9943 2.7356
H -5.3344 1.5767 1.4350
H -4.1423 3.6152 2.5204
H -2.4597 3.8723 1.9729
H -2.8036 2.6760 3.2220
H -4.9033 4.0234 0.5433
H -5.3090 4.8933 -1.7305
H -4.0784 3.8704 -3.6499
H -2.4679 2.0554 -3.2376
H -4.0523 -2.4167 3.1299
H -3.4802 -2.3951 5.5537
H -1.7506 -0.7877 6.3536
H -0.6057 0.6790 4.7700
N 0.0371 -1.0403 1.1839
C 0.2663 -2.1616 1.0923
N 0.5105 -3.4453 0.9958
C 1.5551 -3.9555 0.1063
C 1.0760 -5.2831 -0.4404
O 0.7184 -6.1852 0.6101
C -0.3323 -5.6558 1.4015
C 0.0692 -4.3461 2.0551
H 2.4845 -4.0882 0.6721
H 1.7142 -3.2415 -0.7084
H 1.8646 -5.7619 -1.0171
H 0.2111 -5.1158 -1.0919
H -0.5655 -6.4031 2.1606
H -1.2212 -5.4898 0.7783
H 0.8888 -4.5182 2.7630
H -0.7682 -3.8930 2.5884
N 2.7276 1.1138 -1.7041
C 1.5451 1.3766 -1.1073
N 1.4710 0.8860 0.1047
C 2.6797 0.2237 0.3111
C 3.1480 -0.4927 1.4104
C 4.3868 -1.0977 1.2993
C 5.1552 -0.9938 0.1304
C 4.7102 -0.2666 -0.9569
C 3.4652 0.3364 -0.8383
H 2.9195 1.2688 -2.6783
H 0.7461 1.9134 -1.5913
H 2.5517 -0.5401 2.3113
H 4.7760 -1.6667 2.1357
H 6.1143 -1.4950 0.0779
H 5.2892 -0.1906 -1.8675
O -0.5790 2.9473 0.9512
N 0.1730 3.8485 0.2873
C -0.4167 4.5685 -0.7346
C 0.3243 5.4632 -1.4442
C 1.6885 5.6952 -1.1428
C 2.2153 5.0104 -0.0153
C 1.4668 4.1208 0.6901
H -1.4562 4.3459 -0.9176
H -0.1697 5.9945 -2.2487
H 2.2847 6.3922 -1.7135
H 3.2336 5.1796 0.3133
H 1.7944 3.5590 1.5530
Br 0.7788 -0.4395 -4.1998
C 2.6150 -0.9102 -4.3561
C 3.3868 -0.0875 -5.1747
C 4.7393 -0.3374 -5.3361
C 5.3127 -1.4286 -4.6953
C 4.5274 -2.2498 -3.9043
C 3.1688 -2.0081 -3.6937
C 2.4337 -2.9600 -2.7069
O 2.7937 -4.1538 -2.7664
O 1.6195 -2.4167 -1.9370
H 2.9161 0.7471 -5.6786
H 5.3351 0.3142 -5.9640
H 6.3687 -1.6402 -4.8167
H 4.9417 -3.1227 -3.4163
*
```

Calculated values
* energy relative to the best compared isomer or geometry (same formula, charge and spin): 0.392 eV
* HOMO level (alpha / beta): -0.04 / -1.89 eV
* LUMO (alpha / beta): 4.19 / 4.18 eV
* Kohn-Sham gap (alpha / beta): 4.2 / 6.1 eV
* energy: -175595.4096 eV

Below is a molecular structure, C40H41Cl3GeN8NaO2PTe in a non-equilibrium geometry, with properties calculated with ωB97M-V/def2-TZVPD.

Geometry as ORCA input:
```
! wB97M-V def2-TZVPD RIJCOSX def2/J DEFGRID3
* xyz -1 2
Na 11.4574 10.3417 21.7150
O 11.0205 7.8547 21.5164
C 9.8938 7.9211 22.1586
C 9.5922 7.1821 23.3556
C 8.4825 7.4481 24.1424
C 7.6016 8.4605 23.7705
C 7.8913 9.2298 22.6405
C 8.9317 8.9424 21.7892
C 9.0553 9.7510 20.5677
N 8.9094 11.0180 20.5481
C 9.2979 11.8518 19.3831
C 10.7214 11.6831 18.8519
N 11.7285 11.8136 19.9360
C 12.7476 12.5729 19.9418
C 13.4612 13.0723 21.1571
C 14.6380 13.7874 20.8806
C 15.2652 14.6353 21.7982
C 14.8220 14.6142 23.1223
C 13.7954 13.7404 23.4748
C 13.1081 12.8763 22.5581
O 12.3103 11.9792 23.0173
H 10.3264 6.3959 23.6110
H 8.3029 6.8420 25.0545
H 6.7087 8.6543 24.3614
H 7.2680 10.0784 22.3757
H 9.2858 9.1696 19.6688
H 9.1333 12.8867 19.7301
H 8.5890 11.6375 18.5592
H 10.9014 12.3963 18.0322
H 10.7819 10.6619 18.4249
H 13.2198 12.9251 18.9989
H 15.0888 13.6876 19.8862
H 16.0659 15.2730 21.4593
H 15.2681 15.2514 23.8895
H 13.4803 13.6280 24.5144
C 13.7852 9.0735 27.0857
N 14.6184 9.3268 25.8725
C 15.1845 8.0504 25.3245
N 14.1407 7.0687 25.1082
C 13.3419 6.8529 26.3068
N 12.7639 8.0884 26.8170
C 11.5864 8.5406 26.1606
P 12.3743 8.8698 24.4873
C 13.7572 10.0282 24.8253
C 13.3013 7.3527 23.9808
H 13.3369 10.0390 27.4223
H 14.4653 8.6997 27.8586
H 15.4206 9.9474 26.1048
H 15.8999 7.6716 26.0778
H 15.6999 8.2356 24.3794
H 14.0145 6.4438 27.0785
H 12.5420 6.1128 26.0657
H 11.1837 9.4625 26.6424
H 10.8328 7.7406 26.1134
H 13.4031 11.0025 25.2272
H 14.3966 10.2124 23.9539
H 13.9372 7.5500 23.1029
H 12.6146 6.5278 23.7276
Te 14.5493 10.3007 21.0145
C 16.5080 11.1250 20.9846
C 17.0592 11.6780 22.1411
C 18.3918 12.0357 22.1473
C 19.1951 11.8839 20.9886
C 18.5988 11.3695 19.8301
C 17.2502 10.9919 19.8045
H 16.4667 11.7744 23.0619
H 18.8310 12.4094 23.0885
H 20.2590 12.1068 21.0068
H 19.1767 11.2364 18.9203
H 16.8238 10.5423 18.8996
N 12.7785 8.0148 13.6051
C 12.3597 7.4100 12.4275
C 12.9157 7.2968 11.1833
C 12.2156 6.5489 10.2357
C 10.9757 5.9377 10.5441
C 10.4103 6.0814 11.8111
C 11.1111 6.8079 12.7759
N 10.8120 7.0273 14.0841
C 11.8221 7.7612 14.5566
C 11.9457 8.1684 15.9375
C 11.0170 7.7155 16.8755
C 11.2767 7.8542 18.2205
N 12.3606 8.5200 18.6908
C 13.2636 8.9609 17.7903
C 13.0708 8.8647 16.4341
H 13.6321 8.5262 13.7699
H 13.8838 7.7759 10.9632
H 12.6245 6.4466 9.2351
H 10.5006 5.3514 9.7518
H 9.4475 5.6305 12.1096
H 10.1579 7.1314 16.5189
H 10.6363 7.3978 18.9802
H 14.1851 9.3836 18.1755
H 13.8212 9.2578 15.7380
Cl 15.7887 8.2409 21.7226
Ge 12.9219 6.6784 20.5639
Cl 13.1865 5.3303 18.7346
Cl 11.9594 4.9828 21.8957
*
```

Calculated values
* energy relative to the best compared isomer or geometry (same formula, charge and spin): 3.653 eV
* HOMO level (alpha / beta): -1.43 / -4.88 eV
* LUMO (alpha / beta): 0.79 / 0.79 eV
* Kohn-Sham gap (alpha / beta): 2.2 / 5.7 eV
* energy: -173243.8654 eV